[1]
{
  "formula": "C2AlF2O3S",
  "method": "ωB97M-V with the def2-TZVPD basis set",
  "symbols": ["Al", "S", "O", "C", "F", "F", "O", "C", "O"],
  "positions_angstrom": [[-0.2007, -0.8981, 1.7137], [-0.9141, 0.6858, -0.3965], [-1.3521, -0.8699, 0.0540], [0.4251, 0.8703, 0.8262], [1.6581, 0.9616, 0.1674], [0.3292, 2.1297, 1.4279], [0.7574, -2.0770, 0.1275], [-0.0659, -2.1533, -0.7484], [-0.3319, -2.4948, -1.8460]],
  "e_lumo_ev": [-0.4, -2.5],
  "e_homo_ev": [-8.83, -9.37],
  "total_charge": 0,
  "multiplicity": 2
}

[2]
{
  "formula": "C2Br2Cl2S",
  "method": "ωB97M-V with the def2-TZVPD basis set",
  "symbols": ["C", "C", "S", "Cl", "Cl", "Br", "Br"],
  "positions_angstrom": [[1.2701, 0.3225, -0.0937], [-1.2006, -0.3866, 0.6577], [0.4510, -0.3116, 1.1888], [2.2545, 1.8196, -0.0414], [0.8828, -0.1844, -1.6176], [-1.8151, 0.8481, -0.6439], [-1.8428, -2.1075, 0.5502]],
  "e_lumo_ev": [0.2, -2.0],
  "e_homo_ev": [-7.67, -10.10],
  "total_charge": 0,
  "multiplicity": 3
}

[3]
{
  "formula": "C2Br2F2O",
  "method": "ωB97M-V with the def2-TZVPD basis set",
  "symbols": ["C", "C", "O", "F", "F", "Br", "Br"],
  "positions_angstrom": [[0.6151, 0.2369, 0.5116], [-0.3908, -0.3341, -0.4675], [1.6545, 0.1627, 0.9590], [-0.6719, 0.4483, -1.4786], [-1.4192, -0.6350, 0.2831], [-0.8037, 3.1154, 0.9011], [0.3305, -2.0675, -1.3975]],
  "e_lumo_ev": [0.1, -4.0],
  "e_homo_ev": [-8.24, -10.84],
  "total_charge": 0,
  "multiplicity": 3
}

[4]
{
  "formula": "C2BrF3I2",
  "method": "ωB97M-V with the def2-TZVPD basis set",
  "symbols": ["F", "C", "F", "C", "F", "Br", "I", "I"],
  "positions_angstrom": [[-0.0900, -0.2113, -1.7689], [-0.7084, -0.0164, -0.6472], [-1.0578, 1.2778, -0.5498], [-0.3874, -0.8015, 0.3850], [-0.6527, -0.5176, 1.6790], [0.2671, -2.5514, 0.0089], [1.8414, 1.9169, 0.1879], [3.1685, -0.4608, -0.3724]],
  "smiles": "FC(F)=C(F)Br.II",
  "e_above_lowest_ev": 1.102,
  "e_lumo_ev": -2.2,
  "e_homo_ev": -9.29,
  "total_charge": 0
}

[5]
{
  "formula": "C2Cl2F2O2S2",
  "method": "ωB97M-V with the def2-TZVPD basis set",
  "symbols": ["O", "S", "C", "F", "S", "O", "Cl", "C", "F", "Cl"],
  "positions_angstrom": [[-1.8288, 1.5288, -1.1263], [-0.7481, 0.5751, -1.0785], [-1.2265, -0.8194, 0.1252], [-1.8091, -1.7631, -0.5753], [0.5222, -0.9973, 0.5197], [1.0720, -1.5269, 1.7613], [1.8532, -1.2356, -1.0796], [0.4675, 0.9806, 0.3187], [-0.0537, 1.4200, 1.4916], [1.7514, 1.8376, -0.3569]],
  "smiles": "O=[S@]12=C(F)S1(=O)(Cl)[C@@]2(F)Cl",
  "e_above_lowest_ev": 1.777,
  "e_lumo_ev": [-1.7, -1.7],
  "e_homo_ev": [-9.69, -9.69],
  "total_charge": 0
}

[6]
{
  "formula": "C2Cl2NO9Zr",
  "method": "ωB97M-V with the def2-TZVPD basis set",
  "symbols": ["Zr", "C", "O", "O", "O", "C", "O", "O", "O", "Cl", "Cl", "N", "O", "O", "O"],
  "positions_angstrom": [[17.7387, 12.0616, 9.9571], [15.0071, 10.1016, 9.6806], [15.0882, 8.8751, 9.3269], [13.7872, 10.4897, 9.7910], [16.1218, 10.8108, 9.8285], [20.8929, 13.3707, 10.3592], [21.3209, 14.3182, 9.6194], [19.7103, 12.8752, 10.2532], [21.7541, 12.9623, 11.2082], [19.0357, 10.4993, 8.2411], [16.3071, 13.7866, 11.3689], [15.9657, 14.0203, 7.7464], [15.0886, 13.6379, 6.9656], [16.0559, 15.2019, 8.0675], [16.8814, 13.2309, 8.1504]],
  "e_lumo_ev": 7.3,
  "e_homo_ev": 1.61,
  "total_charge": -3
}

[7]
{
  "formula": "C2Cl3IS",
  "method": "ωB97M-V with the def2-TZVPD basis set",
  "symbols": ["C", "C", "S", "Cl", "Cl", "Cl", "I"],
  "positions_angstrom": [[-0.9459, -0.1991, 0.9968], [0.7000, -0.0329, -0.8127], [-2.1771, -1.1683, 0.8025], [-0.1648, 0.8598, -2.0594], [1.8991, 0.8867, -0.0230], [1.0864, -1.6808, -1.1710], [-0.3977, 1.3346, 2.2668]],
  "e_above_lowest_ev": 2.050,
  "e_lumo_ev": [-1.1, -1.0],
  "e_homo_ev": [-8.26, -8.10],
  "total_charge": 0
}

[8]
{
  "formula": "C2Cl3NO3",
  "method": "ωB97M-V with the def2-TZVPD basis set",
  "symbols": ["O", "N", "O", "O", "C", "Cl", "C", "Cl", "Cl"],
  "positions_angstrom": [[-1.1597, -1.5300, -2.1820], [-0.7442, -0.5986, -1.5911], [-0.7530, 0.5527, -1.7093], [0.1205, -1.0862, -0.2785], [0.6804, -0.2092, 0.4580], [2.4037, 0.1447, 0.0280], [0.0752, 0.5958, 1.3135], [1.0117, 1.6739, 2.2778], [-1.6345, 0.4570, 1.6838]],
  "smiles": "O=[N+]([O-])OC(Cl)=C(Cl)Cl",
  "e_above_lowest_ev": 0.843,
  "e_lumo_ev": -1.0,
  "e_homo_ev": -9.67,
  "total_charge": 0
}